# 1
{"formula": "C5H10O", "method": "the ωB97M-V functional and the def2-TZVPD basis", "species": ["O", "C", "C", "C", "C", "C", "H", "H", "H", "H", "H", "H", "H", "H", "H", "H"], "coordinates": [[-0.98908, -2.61183, 0.75126], [-1.77427, -1.61798, 1.10224], [-0.44928, -0.06181, -0.60622], [-0.31701, 1.46305, -0.64157], [1.19827, 1.29405, -0.41527], [0.91717, -0.12888, 0.13195], [-0.06601, -2.53416, 1.05814], [-1.39668, -0.44204, -0.18847], [-1.18227, -0.92498, 1.75709], [-0.36502, -0.53418, -1.58903], [-0.80287, 1.90700, 0.23537], [-0.66725, 1.97341, -1.54081], [1.73595, 1.24962, -1.36736], [1.70144, 2.00495, 0.24608], [0.83611, -0.11864, 1.22751], [1.62080, -0.91759, -0.16090]], "de_lowest_kcal_mol": 103.68, "total_energy_ev": -7390.269, "total_charge": 0, "orbital_gap_ev": 9.389}

---

# 2
{"formula": "C5H10O", "method": "the ωB97M-V functional and the def2-TZVPD basis", "species": ["C", "C", "C", "C", "C", "O", "H", "H", "H", "H", "H", "H", "H", "H", "H", "H"], "coordinates": [[-1.70697, -0.10908, 0.95931], [-1.00932, 0.41367, -0.28565], [-0.03317, 1.55206, -0.15037], [0.46436, 0.18156, -0.56020], [1.44284, -0.77009, 0.09611], [2.21449, -1.27012, -1.05936], [-1.99170, -1.16261, 0.85598], [-1.06611, -0.02162, 1.84527], [-2.62630, 0.45658, 1.16902], [-1.65312, 0.43742, -1.16417], [-0.03620, 2.33406, -0.90756], [0.12721, 1.93899, 0.85916], [0.93284, -0.05941, -1.55071], [2.18845, -0.28127, 0.73057], [0.97863, -1.60810, 0.63009], [1.77406, -2.03202, -1.46749]], "de_lowest_kcal_mol": 45.69, "total_energy_ev": -7392.784, "smiles": "C[C@H]1C[C@H]1CO", "total_charge": 0, "orbital_gap_ev": 10.913}

---

# 3
{"formula": "C5H10O", "method": "the ωB97M-V functional and the def2-TZVPD basis", "species": ["O", "C", "C", "C", "C", "C", "H", "H", "H", "H", "H", "H", "H", "H", "H", "H"], "coordinates": [[1.93737, 1.63606, -1.10243], [1.87680, 1.35228, 0.07939], [0.83406, 0.41362, 0.73738], [-0.15662, -0.28950, -0.28281], [-1.44513, 0.50215, -0.56455], [-0.49051, -1.67846, 0.05653], [2.42449, 1.98106, 0.76270], [0.02921, 0.90797, 1.41554], [1.44550, -0.35114, 1.20783], [0.49708, -0.28629, -1.14188], [-1.15851, 1.58345, -0.76282], [-2.14532, 0.08668, -1.38224], [-2.13547, 0.41198, 0.37955], [0.03161, -2.11388, 1.07227], [-0.02255, -2.32602, -0.67492], [-1.52202, -1.82997, 0.20045]], "de_lowest_kcal_mol": 39.51, "total_energy_ev": -7393.052, "smiles": "CC(C)CC=O", "total_charge": 0, "orbital_gap_ev": 10.811}

---

How do the records compare in HOMO? In the order shown, they have -8.6; -9.9; -9.9 eV.